{
  "formula": "C2H3BrN2O",
  "method": "ωB97M-V/def2-TZVPD",
  "smiles": "O=C1NN1CBr",
  "orbital_gap_ev": 9.5,
  "total_charge": 0,
  "homo_ev": -9.43,
  "e_lumo_ev": 0.1,
  "symbols": ["N", "H", "H", "O", "C", "Br", "C", "N", "H"],
  "xyz": [[-0.10382, -1.33151, 0.66381], [1.52190, -2.35093, -0.18830], [-1.72806, -0.72597, 2.10547], [-1.66142, -0.34344, -1.01148], [-1.06928, -0.69632, -0.04514], [2.32702, -0.41491, -0.35756], [1.22036, -1.80117, 0.67639], [-0.93857, -0.41785, 1.48342], [1.25902, -2.07568, 1.77269]],
  "forces_ev_per_angstrom": [[-2.80, -1.42, -1.93], [-0.95, -2.11, 0.67], [1.20, -1.26, -0.91], [0.83, -0.85, 0.84], [0.85, 0.88, 2.71], [0.85, 1.02, 0.89], [-1.30, 1.83, 0.76], [-0.41, 1.73, -1.61], [1.73, 0.18, -1.41]],
  "lowdin_charge": [-0.158, -0.008, 0.102, 0.150, -0.403, 0.519, -0.443, 0.115, 0.127]
}



{
  "formula": "C2H3BrN2S",
  "method": "ωB97M-V/def2-TZVPD",
  "orbital_gap_ev": 9.6,
  "total_charge": 0,
  "homo_ev": -9.00,
  "e_lumo_ev": 0.6,
  "symbols": ["N", "H", "Br", "S", "C", "N", "C", "H", "H"],
  "xyz": [[-0.70279, 1.18080, -0.27371], [-2.16796, -0.19360, -0.10938], [2.87027, -0.13908, -0.10731], [-0.02205, -1.40435, -0.00971], [-1.21819, -0.04411, -0.62314], [0.25894, 1.41381, 0.34201], [1.13635, -0.31461, 0.70244], [-1.36648, -0.14582, -1.70141], [1.21190, -0.35304, 1.78019]],
  "forces_ev_per_angstrom": [[-0.50, 1.45, -0.34], [0.00, 0.07, -0.07], [-0.20, -0.03, 0.10], [0.15, 0.36, 0.08], [-0.37, -2.01, -0.28], [1.86, -1.46, 0.98], [-1.21, 1.39, -0.64], [0.10, 0.19, 0.17], [0.17, 0.04, -0.01]],
  "lowdin_charge": [-0.131, 0.083, 0.575, 0.760, -0.427, 0.102, -1.050, 0.085, 0.003]
}



{
  "formula": "C2H3BrS",
  "method": "ωB97M-V/def2-TZVPD",
  "orbital_gap_ev": [8.3, 8.3],
  "total_charge": 0,
  "homo_ev": [-8.97, -8.97],
  "e_lumo_ev": [-0.6, -0.6],
  "symbols": ["C", "S", "Br", "H", "H", "C", "H"],
  "xyz": [[1.10803, -0.30529, 0.28275], [0.52241, -1.92446, 0.07376], [2.84432, 0.29007, -0.11097], [-0.98337, 0.00694, -0.34074], [0.74304, 0.49423, 2.02002], [-0.00948, -0.34029, -0.65846], [0.19457, -0.21095, -1.71698]],
  "forces_ev_per_angstrom": [[-0.66, 1.51, 3.51], [0.11, -0.16, -0.03], [0.11, -0.03, -0.20], [0.07, 0.08, 0.10], [0.50, -1.48, -3.28], [-0.23, 0.09, -0.18], [0.11, -0.01, 0.09]],
  "lowdin_charge": [-1.238, 0.772, 0.636, 0.066, 0.192, -0.500, 0.071]
}



{
  "formula": "C2H3BrSi",
  "method": "ωB97M-V/def2-TZVPD",
  "smiles": "BrC1=C[SiH2]1",
  "orbital_gap_ev": [7.9, 7.9],
  "total_charge": 0,
  "homo_ev": [-9.31, -9.31],
  "e_lumo_ev": [-1.4, -1.4],
  "symbols": ["C", "C", "H", "Br", "H", "H", "Si"],
  "xyz": [[-0.52350, 0.04684, -0.60640], [-0.11304, 1.15307, 0.02059], [0.06888, 2.14807, -0.00661], [-1.07010, -0.00009, -2.98666], [1.49493, -1.45151, 0.57872], [-0.11918, -1.20886, 2.12300], [0.26200, -0.68752, 0.87737]],
  "forces_ev_per_angstrom": [[0.36, 2.15, -0.71], [-0.89, -6.76, -0.04], [0.51, 2.79, -0.18], [0.41, -0.06, 2.55], [0.07, 0.41, -0.06], [-1.20, -0.15, 1.23], [0.72, 1.62, -2.79]],
  "lowdin_charge": [-0.543, -0.141, 0.008, 0.095, -0.065, -0.100, 0.746]
}



Total energy / Ha: -2836.62485 -3159.63810 -3050.05148 -2941.35422